[1]
Formula: C23H27FN4O3
Source: OMol25
Level of theory: ωB97M-V with the def2-TZVPD basis set

Last column: natural (NBO) charge in e.
Atoms and positions in Å:
1 C 1.521 4.102 0.623  -0.223
2 C 0.653 3.358 -0.395  -0.436
3 O -0.077 -1.390 2.283  -0.481
4 C 2.185 -0.618 1.875  0.133
5 H 2.752 2.037 3.842  0.249
6 C 3.363 -0.776 1.155  -0.240
7 H -4.290 -0.402 -3.700  0.208
8 H 1.171 3.106 2.468  0.424
9 C -3.457 -3.626 -4.214  -0.229
10 H -1.830 -4.631 -3.222  0.227
11 C 3.492 -1.806 0.239  -0.216
12 N 1.862 3.255 1.744  -0.626
13 H -0.015 0.461 -0.598  0.175
14 H 4.175 -0.079 1.271  0.236
15 C -4.120 -2.419 -4.337  -0.225
16 C -2.674 1.052 -2.370  -0.222
17 H 4.414 -1.908 -0.312  0.219
18 O 0.474 1.686 3.911  -0.628
19 H -0.707 1.922 -2.446  0.171
20 C -0.985 0.689 -0.124  -0.233
21 C -2.000 -0.360 -0.567  -0.208
22 C -1.654 2.095 -1.907  -0.211
23 C -2.656 -1.370 -2.703  0.097
24 H 2.462 4.398 0.152  0.231
25 C 0.795 0.634 3.382  0.665
26 F -0.915 -2.750 -1.808  -0.337
27 C -2.386 -3.714 -3.341  -0.265
28 C 2.960 2.480 1.737  0.664
29 C 1.130 -1.510 1.649  0.251
30 H 0.272 -1.201 4.310  0.197
31 C 1.263 -2.530 0.719  -0.232
32 H -2.950 -0.171 -0.042  0.174
33 H 1.005 4.991 0.994  0.196
34 H 1.141 2.408 -0.618  0.211
35 H -0.869 0.636 0.959  0.200
36 H 3.976 1.046 3.005  0.228
37 C -3.733 -1.319 -3.596  -0.203
38 H -1.375 4.004 -0.005  0.194
39 H -2.764 1.112 -3.456  0.210
40 H 0.423 -3.184 0.552  0.233
41 C -0.080 -0.606 3.450  -0.153
42 O 3.837 2.528 0.902  -0.622
43 C -0.771 3.101 0.134  -0.204
44 H -4.959 -2.330 -5.012  0.213
45 H -0.732 2.891 1.206  0.190
46 C 2.443 -2.680 0.016  -0.205
47 C 2.989 1.501 2.919  -0.315
48 H -3.761 -4.486 -4.788  0.216
49 H 0.608 3.937 -1.319  0.208
50 N 1.984 0.463 2.760  -0.430
51 H -1.639 -1.347 -0.290  0.226
52 N -2.205 -0.265 -2.000  -0.435
53 N -1.488 2.001 -0.472  -0.452
54 H -1.116 -0.311 3.634  0.224
55 H 2.535 -3.473 -0.708  0.220
56 C -1.999 -2.607 -2.618  0.362
57 H -3.648 1.278 -1.908  0.178
58 H -2.021 3.094 -2.155  0.201

Summary:
frontier orbital gap	8.6895	eV
SMILES string	O=C(CN1C(=O)COc2ccccc21)NCCCN1CCN(c2ccccc2F)CC1
total energy	-1437.2813	hartree
HOMO energy	-7.9	eV
energy relative to the best compared isomer or geometry (same formula, charge and spin)	0.778	eV

[2]
Formula: C6H14F2NO3P
Source: OMol25
Level of theory: ωB97M-V with the def2-TZVPD basis set

Last column: natural (NBO) charge in e.
Atoms and positions in Å:
1 C -2.056 -2.886 0.056  -0.631
2 C -2.231 -1.574 0.867  -0.067
3 H -1.286 3.537 0.536  0.189
4 H 2.838 -2.572 -1.083  0.348
5 F 3.572 1.000 0.469  -0.328
6 C 3.244 -0.745 -1.035  0.074
7 H 1.036 2.560 1.329  0.212
8 P -1.778 0.463 -0.958  1.570
9 H -2.282 -3.747 0.614  0.210
10 H -3.910 0.812 -1.628  0.506
11 H 2.477 -0.363 -1.768  0.168
12 O -2.948 0.770 -2.009  -1.016
13 H -1.146 -2.861 -0.457  0.207
14 H -0.230 2.481 2.572  0.211
15 C 0.111 2.117 1.582  -0.628
16 O -2.619 -0.625 -0.157  -0.866
17 H -1.223 -1.227 1.212  0.189
18 F 4.716 1.234 -1.391  -0.333
19 O -1.922 1.762 0.072  -0.836
20 C -0.784 2.614 0.367  -0.041
21 H -2.923 -2.925 -0.618  0.219
22 N 3.463 -1.923 -0.670  -0.573
23 H -3.178 -1.672 1.495  0.208
24 C 4.182 0.347 -0.498  0.510
25 H 0.135 1.059 1.493  0.205
26 H -0.189 2.603 -0.422  0.161
27 H 4.932 -0.238 0.033  0.132

Summary:
frontier orbital gap	9.9206	eV
SMILES string	[H]/N=C/C(F)F.CCOP(O)OCC
total energy	-1058.5509	hartree
HOMO energy	-9.2	eV
energy relative to the best compared isomer or geometry (same formula, charge and spin)	1.507	eV

[3]
Formula: C34H69FN2O13PS
Source: OMol25
Level of theory: ωB97M-V with the def2-TZVPD basis set

Last column: Löwdin charge in e.
Atoms and positions in Å:
1 H -1.315 0.698 -5.234  0.114
2 C -5.659 4.281 3.737  -0.194
3 H 6.620 -8.662 0.260  0.089
4 H 6.266 0.644 -5.053  0.131
5 O 2.676 1.493 -2.132  -0.198
6 H -1.751 -0.785 -1.202  0.098
7 C -5.192 2.260 -1.456  -0.203
8 O -4.642 3.392 4.209  -0.133
9 H 7.830 -7.029 2.767  0.130
10 O -2.948 2.329 5.948  -0.077
11 H 4.514 0.016 -2.640  0.121
12 F -2.810 -2.209 4.036  -0.085
13 H -4.806 6.988 5.731  0.079
14 H 5.025 1.447 -6.819  0.090
15 H -6.073 2.887 -1.302  0.115
16 H 4.764 -6.045 0.593  0.125
17 C -1.520 4.370 -3.164  -0.101
18 H -6.582 3.934 4.195  0.132
19 C -0.915 -2.682 -0.625  -0.407
20 H 7.125 -9.343 1.832  0.089
21 C -2.770 -1.319 0.568  -0.083
22 H 1.020 -3.657 -0.191  0.071
23 C 3.567 2.567 -1.866  -0.198
24 H -0.540 -3.909 -2.366  0.086
25 C 6.326 -8.809 1.306  -0.112
26 C 2.947 -4.292 3.662  -0.111
27 H -1.690 -0.028 -3.692  0.089
28 C 7.160 -6.714 1.955  -0.208
29 H 4.114 -3.287 1.718  0.131
30 C -4.048 3.172 0.680  -0.096
31 H 1.952 -3.997 3.302  0.079
32 H 3.321 0.963 -6.930  0.086
33 H 1.085 -2.120 -1.143  0.078
34 H -3.624 -1.218 -0.094  0.136
35 C -1.486 -1.296 -0.275  -0.142
36 H -6.331 6.272 3.972  0.117
37 C -1.213 2.065 -3.604  -0.232
38 H -1.214 1.918 -2.513  0.097
39 H 7.622 -4.719 2.477  0.128
40 C 0.605 -2.666 -0.330  -0.066
41 H -2.609 3.649 4.255  0.122
42 H 2.993 3.505 -1.852  0.127
43 H -2.157 -3.156 -2.361  0.083
44 C 4.631 2.651 -2.934  -0.184
45 S -1.565 -1.565 3.386  0.687
46 H 4.595 -0.270 -7.051  0.089
47 O 3.637 -5.046 2.697  -0.189
48 H -3.564 0.147 -5.289  0.108
49 H -5.361 1.283 -1.004  0.104
50 H -0.745 -0.659 0.207  0.108
51 H -1.844 -0.519 6.409  0.110
52 C -3.997 2.980 -0.849  -0.197
53 H -3.565 1.879 -5.148  0.111
54 H 4.187 2.567 -3.929  0.124
55 C -1.852 0.860 -4.299  -0.163
56 C 6.732 -5.286 2.199  -0.182
57 H 1.268 0.309 -1.306  0.066
58 H -5.496 5.453 6.224  0.083
59 H -5.091 3.323 0.955  0.122
60 C -1.107 -3.021 -2.100  -0.064
61 C 5.438 0.376 -3.099  -0.182
62 C 3.832 -4.323 1.495  -0.206
63 H -5.950 2.171 -3.493  0.114
64 H -0.785 4.979 -3.694  0.091
65 H 2.884 -4.322 0.937  0.105
66 O -0.636 1.487 5.383  -0.203
67 H -2.404 4.981 -2.991  0.081
68 C 5.434 0.104 -4.585  -0.206
69 C -3.408 3.479 3.535  -0.167
70 C 1.919 1.132 -1.008  -0.125
71 C -2.396 -0.091 2.716  -0.128
72 N -2.827 -0.133 1.463  -0.035
73 H 5.570 -0.973 -4.753  0.129
74 H 5.421 -9.412 1.334  0.087
75 C -2.577 1.067 3.499  -0.039
76 O -1.888 3.254 -3.947  -0.195
77 H 4.044 2.428 -0.888  0.131
78 C -5.388 5.739 4.090  -0.224
79 C -4.996 2.113 -2.974  -0.191
80 C 4.301 0.666 -6.562  -0.111
81 H 0.771 -2.076 0.570  0.063
82 C 4.906 -4.964 0.646  -0.183
83 H -2.913 -2.226 1.136  0.115
84 H 7.705 -6.771 1.005  0.129
85 C -3.343 0.966 -4.602  -0.191
86 C -3.148 2.154 2.848  -0.031
87 H -3.468 4.065 0.900  0.123
88 H -1.085 4.063 -2.210  0.078
89 H 6.267 -0.185 -2.664  0.130
90 O -1.119 -2.393 2.335  -0.201
91 H -3.830 5.531 5.593  0.069
92 H -3.670 0.481 -2.519  0.089
93 O -0.667 -1.142 4.384  -0.201
94 H -3.626 1.991 6.549  0.123
95 N -3.356 0.896 0.832  0.229
96 H -5.778 4.182 2.656  0.100
97 H -3.052 2.534 -1.158  0.099
98 P -2.062 1.221 5.281  0.442
99 O 6.225 -4.632 1.044  -0.125
100 O 4.202 0.506 -5.164  -0.203
101 H 5.097 3.636 -2.856  0.130
102 H 4.809 -4.561 -0.365  0.128
103 H -4.394 2.953 -3.325  0.098
104 O 6.036 -7.577 1.928  -0.199
105 H -1.341 -3.454 0.016  0.125
106 H 3.509 -3.391 3.937  0.091
107 H -3.372 4.311 2.839  0.122
108 H 2.831 -4.915 4.547  0.090
109 H -5.023 0.073 -3.607  0.108
110 H -4.711 6.162 3.344  0.105
111 C -4.264 0.818 -3.374  -0.181
112 C -4.838 5.926 5.498  -0.082
113 H -0.164 2.150 -3.907  0.126
114 H 2.564 0.791 -0.190  0.094
115 O -2.598 -0.125 5.938  -0.114
116 O 5.693 1.730 -2.760  -0.122
117 H -0.718 -2.197 -2.697  0.072
118 H -4.000 3.987 -1.267  0.116
119 H 6.025 -5.231 3.029  0.123
120 H 1.297 1.970 -0.660  0.085
121 C -3.488 2.025 1.485  -0.124

Summary:
frontier orbital gap	5.6632	eV
charge	+1
total energy	-3263.5803	hartree
HOMO energy	-10.6	eV